P) Computed, not measured: 40 unconnected molecules or ions with the total composition H80O40, with ωB97M-V/def2-TZVPD.

Geometry (Å):
1 O 1.349 -3.389 0.316
2 O -4.266 0.062 0.121
3 O -0.747 2.430 -3.353
4 O -3.665 -4.399 3.362
5 O -2.030 -0.509 -5.412
6 O 0.082 4.986 -3.705
7 O -4.189 4.473 -0.254
8 O 4.893 4.248 0.436
9 O 4.870 -1.231 -2.722
10 O -1.856 -1.778 4.175
11 O -6.841 -0.995 -0.217
12 O 3.335 2.212 0.560
13 O 2.595 1.359 4.238
14 O 2.097 -0.188 -1.239
15 O 1.107 3.830 2.009
16 O -1.744 0.443 -1.693
17 O 0.876 -3.435 5.136
18 O 1.215 1.736 -5.103
19 O -0.244 -1.960 -3.560
20 O -2.359 -4.058 0.772
21 O -4.471 -0.866 -3.391
22 O -0.360 0.691 4.323
23 O -4.727 0.349 2.554
24 O -1.805 3.488 4.083
25 O -2.046 -0.018 2.409
26 O 0.201 1.105 1.031
27 O 5.773 0.362 0.157
28 O 4.348 2.868 -2.581
29 O -1.175 -2.159 -0.183
30 O -4.064 2.251 -2.050
31 O -2.228 3.791 1.474
32 O 3.142 0.376 -4.482
33 O 3.801 -1.285 4.992
34 O 4.291 -4.520 -0.360
35 O 2.507 -2.411 -2.430
36 O 4.040 -4.063 3.358
37 O -4.276 -2.030 -1.099
38 O -3.025 3.349 -4.790
39 O 3.564 -1.409 0.556
40 O 0.012 -2.642 2.517
41 H -1.070 2.863 -4.067
42 H 3.049 -1.425 5.618
43 H 2.777 -1.448 1.186
44 H 4.624 -0.301 -2.332
45 H -2.128 4.111 2.278
46 H -4.507 2.802 -1.365
47 H -0.354 -2.339 0.418
48 H 0.913 4.423 -3.734
49 H 5.309 -4.474 -0.069
50 H 4.980 3.307 0.491
51 H -3.679 -0.652 -4.009
52 H -3.226 -4.360 0.471
53 H -6.611 -0.042 0.040
54 H -5.999 -1.016 -0.746
55 H 5.816 -1.086 -2.680
56 H 3.558 -4.038 2.371
57 H 3.904 3.491 -3.170
58 H -3.319 2.765 -2.325
59 H 4.171 3.056 -1.685
60 H 4.506 4.462 1.305
61 H 0.026 0.689 3.409
62 H 0.015 2.684 -2.964
63 H 2.899 1.735 -0.157
64 H -3.481 0.492 0.076
65 H -3.191 3.429 -3.886
66 H 3.422 -2.783 -2.169
67 H 3.723 1.009 -4.122
68 H -2.330 3.716 4.995
69 H 1.340 -0.680 -1.338
70 H 2.564 -0.936 -0.672
71 H -4.367 -4.064 2.769
72 H 3.339 -4.514 3.805
73 H 3.083 -0.207 -3.663
74 H -3.248 2.409 -4.974
75 H -5.081 -0.351 -3.945
76 H 3.682 1.490 1.115
77 H -1.907 -3.675 -0.084
78 H -5.273 1.109 2.777
79 H 0.053 -3.015 4.777
80 H 2.853 2.199 4.391
81 H 0.336 -3.437 3.078
82 H -2.190 -2.629 3.933
83 H 0.433 3.807 1.144
84 H 1.421 -3.428 -0.667
85 H -4.649 -0.337 1.909
86 H 0.646 -3.712 0.834
87 H 1.606 -3.386 4.521
88 H -1.315 -1.211 -0.362
89 H -4.061 -0.880 0.277
90 H -0.905 -2.333 2.370
91 H -3.432 -2.363 -1.607
92 H -1.657 2.929 1.366
93 H -3.645 4.218 0.316
94 H -1.949 0.013 3.365
95 H -1.514 -0.103 -2.538
96 H 0.398 5.915 -3.584
97 H 0.717 -1.930 -3.472
98 H 6.151 0.232 1.040
99 H -1.625 2.430 4.196
100 H 0.701 0.792 0.270
101 H 0.606 0.946 1.842
102 H -0.429 -2.598 -4.196
103 H 4.336 -4.690 -1.298
104 H -1.385 -1.125 -5.832
105 H -1.501 1.217 -2.124
106 H 2.614 -1.819 -3.202
107 H 3.346 0.735 4.571
108 H 1.927 1.506 -4.603
109 H -4.566 -1.366 -1.779
110 H 5.325 -0.365 -0.042
111 H -2.089 -0.953 -4.655
112 H -2.681 0.742 2.205
113 H -4.509 5.299 -0.232
114 H 3.535 -2.533 0.403
115 H 1.924 3.738 1.529
116 H -3.229 -3.609 3.212
117 H 0.427 1.547 -4.735
118 H 4.116 -2.115 4.755
119 H 0.439 0.608 4.784
120 H -2.488 -1.650 4.916

The value obtained for the HOMO energy is -9.58 eV. The value obtained for the HOMO-LUMO gap is 0.32081 Eh. As for the LUMO energy: -0.847 eV. As for the spin multiplicity: 1.

These are the Löwdin partial charges, in e, on atoms 1 to 99:
1 O -0.062
2 O -0.061
3 O 0.027
4 O -0.020
5 O 0.002
6 O -0.079
7 O 0.097
8 O -0.065
9 O -0.074
10 O -0.054
11 O -0.106
12 O -0.061
13 O -0.031
14 O -0.079
15 O -0.123
16 O -0.043
17 O -0.056
18 O 0.019
19 O 0.003
20 O -0.125
21 O -0.057
22 O -0.040
23 O -0.074
24 O -0.173
25 O -0.107
26 O -0.014
27 O 0.006
28 O -0.018
29 O -0.111
30 O -0.049
31 O -0.023
32 O -0.030
33 O -0.035
34 O -0.091
35 O -0.101
36 O -0.092
37 O -0.139
38 O -0.017
39 O -0.141
40 O -0.099
41 H -0.020
42 H 0.074
43 H 0.085
44 H 0.096
45 H -0.082
46 H 0.039
47 H 0.054
48 H 0.054
49 H 0.139
50 H -0.018
51 H 0.071
52 H 0.030
53 H 0.062
54 H -0.003
55 H 0.055
56 H 0.129
57 H 0.052
58 H -0.015
59 H -0.019
60 H 0.046
61 H 0.045
62 H -0.001
63 H 0.026
64 H -0.025
65 H -0.027
66 H 0.077
67 H 0.008
68 H 0.124
69 H -0.034
70 H 0.040
71 H 0.069
72 H -0.001
73 H 0.039
74 H 0.068
75 H 0.079
76 H 0.055
77 H 0.054
78 H 0.062
79 H 0.034
80 H -0.027
81 H 0.092
82 H 0.007
83 H 0.122
84 H 0.066
85 H 0.004
86 H -0.007
87 H -0.009
88 H 0.030
89 H 0.046
90 H 0.041
91 H 0.104
92 H 0.101
93 H -0.129
94 H -0.015
95 H 0.075
96 H 0.065
97 H 0.022
98 H 0.070
99 H 0.092



Q) Computed, not measured: 40 unconnected molecules or ions with the total composition H80O40, with ωB97M-V/def2-TZVPD.

Geometry (Å):
1 O 1.274 -2.875 -2.447
2 O -5.627 2.781 0.358
3 O 0.117 -0.607 0.478
4 O -1.933 5.777 -1.080
5 O 0.944 3.218 -1.757
6 O 2.498 -2.098 1.100
7 O -3.010 3.280 2.933
8 O -1.571 0.822 5.617
9 O -2.654 2.336 0.569
10 O -0.978 4.852 -3.458
11 O -1.662 -2.272 1.777
12 O 3.595 0.544 -1.423
13 O -3.602 -4.087 2.429
14 O 1.754 2.069 0.227
15 O -4.663 1.933 -3.129
16 O -1.007 -5.519 2.156
17 O -1.448 -1.476 -5.548
18 O 5.184 2.442 -2.731
19 O 5.660 -1.767 3.224
20 O 2.674 -4.881 -3.502
21 O -1.464 5.204 1.976
22 O 0.773 -1.987 3.348
23 O 3.412 4.450 -2.463
24 O -0.411 -4.925 -1.845
25 O 3.899 1.679 3.754
26 O 5.218 -3.521 -0.268
27 O -2.684 -4.422 -0.074
28 O 1.482 0.783 -3.482
29 O -0.315 1.853 2.291
30 O 2.296 0.820 5.828
31 O -4.222 -0.914 -4.982
32 O 4.010 -0.135 1.066
33 O 2.615 -2.514 5.274
34 O -0.101 2.557 -4.555
35 O -3.032 -4.191 -3.991
36 O -3.579 -0.718 0.709
37 O -3.316 -1.703 -1.842
38 O -0.337 -1.495 5.968
39 O 2.820 4.832 1.830
40 O -0.721 -0.469 -2.048
41 H -0.264 -0.598 6.042
42 H -1.010 1.128 4.914
43 H 2.772 -0.050 6.051
44 H -2.083 -2.672 0.925
45 H 0.196 -5.680 -2.102
46 H 3.561 -4.883 -3.273
47 H 3.865 0.394 0.298
48 H -3.417 -4.836 1.862
49 H -0.732 3.227 -4.886
50 H 0.615 3.268 -2.656
51 H -1.654 4.282 -3.139
52 H -3.816 3.039 2.552
53 H 2.882 4.218 1.082
54 H -2.652 4.134 2.695
55 H -0.133 0.993 2.612
56 H -0.773 5.099 2.688
57 H 0.353 3.613 -1.162
58 H 3.766 2.593 3.936
59 H -4.449 -0.953 0.821
60 H 2.205 0.743 4.888
61 H 0.352 -2.635 2.762
62 H -4.029 -4.374 3.306
63 H 0.925 -1.176 0.656
64 H -0.430 -1.296 -0.150
65 H 1.916 1.163 -4.156
66 H 5.514 -2.644 2.929
67 H 0.577 0.882 -3.369
68 H -1.212 -0.102 -1.250
69 H 2.721 -1.160 1.182
70 H -0.521 -1.900 -5.500
71 H 4.539 0.675 -1.395
72 H -0.834 -4.619 -2.686
73 H -3.591 -4.517 -0.119
74 H 2.014 -1.972 5.812
75 H -2.213 1.890 -0.124
76 H 3.017 1.135 -1.983
77 H -0.963 5.590 -2.890
78 H -0.476 1.723 -4.960
79 H 5.515 -2.854 -0.957
80 H -2.315 6.628 -0.910
81 H -1.807 1.661 5.956
82 H -1.852 -5.530 1.713
83 H 1.880 -2.719 4.608
84 H -2.182 2.340 1.390
85 H 5.432 1.624 -2.364
86 H -4.229 1.502 -3.936
87 H -3.061 -0.803 -2.181
88 H -2.404 -2.701 2.284
89 H -5.403 2.410 -3.476
90 H -2.102 -5.108 -0.147
91 H 2.152 -3.174 -2.871
92 H -4.716 2.323 0.547
93 H 0.930 1.562 0.334
94 H -1.588 -1.091 -6.561
95 H 5.072 -0.997 3.030
96 H -0.848 5.654 1.338
97 H -1.243 -1.116 -2.588
98 H 2.457 -2.375 2.082
99 H 1.815 2.205 -0.702
100 H -3.519 -1.079 -5.661
101 H 4.864 3.216 -2.307
102 H -3.306 0.167 0.958
103 H -0.434 -5.111 1.489
104 H 2.923 4.220 -3.286
105 H 2.096 -4.080 -3.578
106 H 4.081 1.236 4.590
107 H 3.035 4.334 2.558
108 H 4.385 -0.959 0.610
109 H -4.589 -1.467 -4.328
110 H 1.443 -1.941 -2.309
111 H -3.578 -3.421 -4.119
112 H 0.479 2.238 2.079
113 H -0.004 -1.420 3.466
114 H 4.460 -2.929 0.010
115 H -2.193 5.229 -0.296
116 H -5.558 2.365 -0.559
117 H -3.000 -4.308 -3.026
118 H -0.817 -1.928 5.374
119 H 2.602 4.412 -1.884
120 H -3.307 -1.597 -0.873

The value obtained for the HOMO energy is -10.25 eV. The value obtained for the HOMO-LUMO gap is 0.35075 Eh. As for the LUMO energy: -0.710 eV. As for the spin multiplicity: 1.

These are the Löwdin partial charges, in e, on atoms 1 to 99:
1 O -0.072
2 O -0.131
3 O -0.136
4 O -0.043
5 O -0.036
6 O -0.098
7 O -0.032
8 O -0.014
9 O -0.036
10 O -0.029
11 O -0.135
12 O -0.066
13 O -0.073
14 O -0.052
15 O -0.079
16 O -0.034
17 O -0.162
18 O -0.033
19 O -0.063
20 O -0.033
21 O -0.082
22 O -0.068
23 O -0.078
24 O -0.088
25 O -0.035
26 O -0.094
27 O 0.019
28 O 0.021
29 O 0.020
30 O -0.071
31 O -0.057
32 O -0.066
33 O -0.109
34 O -0.083
35 O -0.047
36 O 0.001
37 O -0.083
38 O 0.039
39 O -0.017
40 O -0.088
41 H -0.038
42 H 0.021
43 H 0.081
44 H 0.049
45 H 0.078
46 H 0.010
47 H -0.023
48 H 0.005
49 H 0.051
50 H 0.025
51 H 0.024
52 H 0.004
53 H 0.031
54 H -0.008
55 H 0.024
56 H 0.096
57 H 0.039
58 H 0.014
59 H 0.026
60 H -0.005
61 H 0.049
62 H 0.123
63 H 0.020
64 H 0.108
65 H -0.010
66 H 0.009
67 H -0.033
68 H 0.056
69 H -0.016
70 H 0.084
71 H 0.025
72 H 0.040
73 H 0.036
74 H -0.009
75 H 0.024
76 H 0.061
77 H 0.000
78 H 0.080
79 H 0.058
80 H 0.048
81 H 0.037
82 H -0.024
83 H 0.026
84 H -0.010
85 H -0.009
86 H 0.058
87 H 0.043
88 H 0.023
89 H 0.018
90 H -0.010
91 H 0.038
92 H 0.031
93 H 0.019
94 H 0.138
95 H 0.033
96 H 0.075
97 H 0.058
98 H 0.089
99 H -0.033



R) Computed, not measured: 40 unconnected molecules or ions with the total composition H80O40, with ωB97M-V/def2-TZVPD.

Geometry (Å):
1 O -1.791 -4.904 2.116
2 O -1.764 3.645 1.860
3 O -3.884 -1.915 -0.273
4 O 3.226 -0.766 1.839
5 O 4.626 4.211 -0.240
6 O -4.485 -0.661 -4.067
7 O 6.241 -1.140 -2.223
8 O -0.973 4.749 4.968
9 O 5.328 -2.695 0.164
10 O -1.924 1.655 0.073
11 O 0.430 -2.189 -3.386
12 O -1.919 -0.668 2.189
13 O -0.268 4.206 -2.515
14 O 0.437 -4.818 1.427
15 O -5.652 1.857 -1.434
16 O 2.433 3.838 -2.402
17 O 0.997 -4.864 -2.454
18 O 5.475 1.943 -0.928
19 O -1.998 -3.956 -0.644
20 O -1.282 -1.006 -5.482
21 O -0.075 -2.463 4.591
22 O 1.666 -0.867 -1.424
23 O 2.977 -3.470 0.906
24 O -0.183 0.556 -2.267
25 O 0.408 2.196 1.335
26 O 4.079 -0.380 -0.990
27 O -0.554 0.877 4.208
28 O -4.306 1.614 2.340
29 O -0.996 -1.518 -0.928
30 O -5.295 -4.177 0.382
31 O 3.400 0.595 4.213
32 O -3.066 -2.131 4.431
33 O -3.016 3.010 -3.275
34 O 2.714 4.890 2.746
35 O -3.044 -0.005 -2.013
36 O -1.506 5.520 -0.435
37 O 3.307 -3.913 -2.751
38 O 2.529 2.649 -0.075
39 O -4.019 3.749 -0.455
40 O 0.647 -1.944 2.120
41 H 4.404 -0.574 -0.120
42 H 0.492 -2.521 2.940
43 H 2.666 -0.792 -1.311
44 H -0.623 -2.488 5.364
45 H -2.784 -1.104 1.894
46 H -1.119 4.493 -2.969
47 H -0.936 3.292 1.693
48 H 4.481 -3.021 0.463
49 H 4.932 -0.473 -1.494
50 H 4.146 1.113 4.481
51 H -4.389 0.769 2.780
52 H 2.215 -3.969 1.237
53 H 2.551 5.015 3.690
54 H -5.387 -0.265 -4.384
55 H 0.145 0.237 -3.075
56 H 0.658 0.419 -1.736
57 H -3.025 2.241 -2.722
58 H -5.457 1.297 -2.159
59 H 5.027 3.516 -0.809
60 H -1.757 -4.796 -1.000
61 H -3.917 2.214 3.047
62 H -1.066 -4.254 2.298
63 H 2.398 5.714 2.379
64 H 3.150 -3.696 -0.032
65 H -0.085 3.244 -2.813
66 H 0.161 1.578 4.172
67 H -0.418 0.360 3.437
68 H -4.088 -0.099 -3.428
69 H 2.341 -0.373 1.756
70 H 3.507 0.361 3.249
71 H 1.618 -1.664 -1.927
72 H 0.566 -5.291 -1.678
73 H 6.062 1.425 -1.572
74 H 0.532 -5.774 1.222
75 H -1.853 0.039 1.552
76 H -1.102 3.839 4.837
77 H -3.214 3.174 -4.170
78 H -4.799 4.031 0.047
79 H 5.871 -1.786 -2.893
80 H -1.568 4.515 2.167
81 H -4.198 -1.035 -0.455
82 H 3.212 3.322 -0.109
83 H 0.639 -2.491 -4.277
84 H -2.543 -1.326 4.492
85 H -4.728 -4.880 0.059
86 H -0.144 -1.798 1.592
87 H -3.174 3.484 0.044
88 H -2.053 -4.525 1.282
89 H 1.880 3.461 -1.737
90 H 5.341 -2.083 0.944
91 H -2.377 2.101 0.934
92 H 2.961 -1.669 1.966
93 H 6.202 -1.872 -1.494
94 H -0.525 -2.276 -1.250
95 H 3.039 4.355 -1.844
96 H 3.972 -4.641 -2.912
97 H -3.047 0.526 -1.210
98 H -4.465 -3.751 0.640
99 H -2.901 -2.783 3.787
100 H -0.803 5.309 -1.038
101 H -2.404 -3.176 -0.973
102 H -1.205 5.303 4.209
103 H 0.322 2.849 0.644
104 H 4.867 3.996 0.680
105 H -1.120 2.176 -0.126
106 H -4.831 2.505 -1.303
107 H 1.322 1.981 1.239
108 H 2.384 -4.367 -2.817
109 H -2.138 -0.589 -5.108
110 H 2.975 1.870 -0.585
111 H 4.770 1.358 -0.860
112 H -2.898 -0.940 -1.771
113 H -4.094 -2.561 -0.960
114 H -1.698 4.745 0.066
115 H -0.513 -2.072 -3.584
116 H 0.044 -1.513 4.256
117 H 0.432 -4.143 -2.598
118 H 0.616 -4.811 2.401
119 H -1.002 -0.775 -1.585
120 H -1.373 -0.513 -6.303

The value obtained for the HOMO energy is -10.36 eV. The value obtained for the HOMO-LUMO gap is 0.35536 Eh. As for the LUMO energy: -0.688 eV. As for the spin multiplicity: 1.

These are the Löwdin partial charges, in e, on atoms 1 to 99:
1 O -0.079
2 O -0.012
3 O -0.044
4 O -0.047
5 O -0.074
6 O -0.094
7 O -0.086
8 O -0.028
9 O -0.059
10 O -0.099
11 O -0.047
12 O -0.067
13 O -0.122
14 O -0.090
15 O -0.105
16 O -0.060
17 O -0.011
18 O -0.031
19 O -0.023
20 O -0.077
21 O -0.072
22 O -0.075
23 O -0.059
24 O -0.070
25 O -0.037
26 O -0.066
27 O -0.056
28 O -0.061
29 O -0.074
30 O -0.049
31 O -0.082
32 O -0.039
33 O -0.013
34 O -0.050
35 O -0.084
36 O -0.035
37 O -0.137
38 O -0.086
39 O -0.073
40 O -0.073
41 H 0.029
42 H 0.035
43 H 0.011
44 H 0.045
45 H 0.083
46 H 0.070
47 H -0.039
48 H -0.037
49 H 0.024
50 H 0.010
51 H 0.026
52 H 0.027
53 H 0.039
54 H 0.107
55 H 0.011
56 H 0.047
57 H 0.002
58 H -0.038
59 H 0.014
60 H 0.054
61 H 0.077
62 H 0.020
63 H 0.031
64 H 0.065
65 H 0.077
66 H 0.075
67 H -0.040
68 H -0.066
69 H 0.053
70 H 0.006
71 H -0.002
72 H 0.091
73 H 0.117
74 H 0.094
75 H 0.004
76 H -0.009
77 H 0.029
78 H 0.080
79 H 0.097
80 H 0.055
81 H 0.053
82 H -0.024
83 H 0.079
84 H 0.022
85 H 0.027
86 H 0.023
87 H 0.044
88 H -0.023
89 H -0.028
90 H 0.076
91 H 0.088
92 H 0.012
93 H 0.084
94 H 0.003
95 H 0.028
96 H 0.058
97 H 0.027
98 H -0.001
99 H -0.005



S) Computed, not measured: 40 unconnected molecules or ions with the total composition H80O40, with ωB97M-V/def2-TZVPD.

Geometry (Å):
1 O -3.122 -0.408 5.703
2 O 1.771 5.510 0.389
3 O -5.767 1.770 -3.203
4 O -0.229 2.844 2.190
5 O 0.461 -5.467 -2.058
6 O -0.615 -2.610 -2.647
7 O 4.176 1.276 -2.476
8 O -4.264 2.566 2.980
9 O 0.233 5.093 3.367
10 O 5.165 0.821 1.930
11 O -5.484 1.092 -0.113
12 O 2.132 -2.404 2.092
13 O -0.718 -0.972 4.083
14 O 1.061 1.054 3.617
15 O -1.993 -4.761 -2.429
16 O -2.710 2.966 -3.239
17 O 3.398 -3.097 4.415
18 O -2.593 -3.256 2.710
19 O -1.753 3.747 4.145
20 O 3.134 0.542 0.273
21 O 2.097 2.987 0.729
22 O 4.723 -3.284 1.801
23 O 3.849 -2.801 -2.611
24 O -1.932 5.538 -0.863
25 O 4.875 3.654 -3.307
26 O -1.285 -3.760 0.470
27 O 2.765 -5.788 0.094
28 O -3.478 4.587 1.517
29 O -1.257 -5.836 2.884
30 O 4.535 -0.810 -4.086
31 O -3.235 -0.180 -4.164
32 O -2.291 0.092 0.901
33 O 1.171 2.176 -2.437
34 O 0.365 -0.133 1.623
35 O -5.019 -4.420 -0.931
36 O 5.316 -1.055 -0.553
37 O 0.548 -1.059 -5.536
38 O -4.320 -0.343 -2.061
39 O -0.667 5.255 -4.326
40 O 0.959 -1.323 -0.716
41 H 4.783 -0.919 -4.988
42 H 0.983 -0.262 -5.944
43 H -1.925 2.673 -2.742
44 H -1.013 -1.724 3.518
45 H -2.787 3.858 -2.861
46 H -1.564 -0.321 1.462
47 H -0.026 -6.269 -2.066
48 H -1.526 4.563 4.628
49 H 4.809 2.714 -3.094
50 H -1.350 -0.275 3.834
51 H -1.493 6.392 -0.737
52 H 1.696 -1.546 2.323
53 H -4.139 0.431 -1.511
54 H -5.718 0.961 -3.739
55 H -0.864 4.287 -4.421
56 H 2.600 3.685 0.321
57 H -3.328 -3.874 2.844
58 H -2.564 5.696 -1.610
59 H 0.419 -0.591 0.745
60 H -1.100 3.316 2.196
61 H 0.768 1.298 -2.422
62 H -5.040 -3.455 -0.613
63 H 3.322 1.711 -2.254
64 H 2.163 -6.223 0.741
65 H 4.710 1.162 -1.654
66 H 4.296 -3.364 -3.270
67 H -3.349 4.718 0.589
68 H 1.760 -0.994 -1.088
69 H -4.723 -4.201 -1.837
70 H -5.121 -0.648 -1.641
71 H -0.705 -3.613 -0.342
72 H 1.184 5.238 1.127
73 H -0.217 -1.814 -3.037
74 H -3.576 2.876 2.402
75 H 3.020 -2.038 1.810
76 H -2.427 -0.492 6.382
77 H 2.237 -5.919 -0.684
78 H 0.849 5.811 3.472
79 H 1.153 -5.348 -2.689
80 H -2.683 3.508 4.371
81 H -1.395 -4.011 -2.503
82 H 0.583 -2.143 -1.017
83 H -4.859 1.793 -2.974
84 H -2.628 -0.739 -3.623
85 H 4.939 -1.916 -0.920
86 H -1.547 -2.456 -2.822
87 H 5.063 -0.008 1.460
88 H -1.685 -5.148 -1.616
89 H -3.126 -0.802 -4.952
90 H 4.645 0.068 -3.657
91 H 2.174 0.113 0.299
92 H 2.693 1.342 0.593
93 H 1.338 -1.613 -5.309
94 H 0.062 5.257 -3.699
95 H -1.967 -6.251 2.388
96 H 3.741 -2.251 4.162
97 H -0.856 -3.008 0.933
98 H 4.689 -3.595 2.698
99 H 4.115 -3.783 1.236
100 H -5.043 1.447 0.654
101 H 5.450 -1.416 0.364
102 H 3.709 -1.977 -3.107
103 H -2.420 -3.449 1.745
104 H -0.019 1.995 2.710
105 H -2.636 0.807 1.483
106 H 2.503 5.544 1.035
107 H 4.231 3.782 -4.067
108 H -5.827 1.814 -0.673
109 H -1.764 -5.155 3.335
110 H 0.446 2.465 -3.038
111 H 1.202 3.061 1.136
112 H -2.656 4.612 1.972
113 H -2.817 0.462 5.448
114 H 1.584 1.515 4.293
115 H 0.210 4.587 2.591
116 H 2.491 -3.154 4.132
117 H 0.465 0.326 3.890
118 H 4.304 1.223 1.931
119 H 1.031 0.609 1.664
120 H -4.156 1.616 2.887

The value obtained for the HOMO energy is -10.56 eV. The value obtained for the HOMO-LUMO gap is 0.35842 Eh. As for the LUMO energy: -0.811 eV. As for the spin multiplicity: 1.

These are the Löwdin partial charges, in e, on atoms 1 to 99:
1 O -0.052
2 O -0.060
3 O -0.053
4 O -0.123
5 O -0.017
6 O -0.041
7 O -0.075
8 O -0.035
9 O -0.028
10 O -0.050
11 O -0.039
12 O -0.092
13 O -0.054
14 O -0.062
15 O -0.057
16 O -0.037
17 O -0.047
18 O -0.077
19 O -0.087
20 O -0.102
21 O -0.065
22 O -0.049
23 O -0.087
24 O -0.063
25 O -0.103
26 O -0.061
27 O -0.055
28 O -0.012
29 O -0.058
30 O -0.056
31 O -0.100
32 O -0.073
33 O -0.035
34 O -0.133
35 O -0.104
36 O -0.095
37 O -0.091
38 O -0.085
39 O -0.069
40 O -0.010
41 H 0.041
42 H 0.064
43 H 0.039
44 H 0.057
45 H 0.029
46 H 0.022
47 H 0.046
48 H 0.061
49 H -0.044
50 H 0.039
51 H 0.059
52 H 0.026
53 H 0.014
54 H 0.046
55 H 0.035
56 H 0.040
57 H 0.055
58 H 0.066
59 H 0.022
60 H 0.047
61 H 0.037
62 H 0.065
63 H 0.055
64 H 0.062
65 H 0.092
66 H 0.052
67 H 0.014
68 H 0.040
69 H 0.025
70 H 0.034
71 H 0.057
72 H 0.016
73 H 0.068
74 H -0.030
75 H 0.044
76 H 0.055
77 H -0.021
78 H 0.057
79 H 0.052
80 H 0.055
81 H -0.050
82 H 0.027
83 H -0.039
84 H 0.017
85 H 0.048
86 H 0.061
87 H -0.016
88 H 0.005
89 H 0.083
90 H 0.031
91 H 0.066
92 H -0.020
93 H 0.050
94 H 0.029
95 H 0.031
96 H 0.021
97 H 0.054
98 H 0.019
99 H 0.039



Least stable of them? P).